# 1
71
Properties=species:S:1:pos:R:3:forces:R:3 method="wB97M-V/def2-TZVPD" charge=+3 homo_energy_ev=-15.633 gap_ev=5.4
C 6.65825 3.67281 -1.47134 0.21 -0.20 -0.03
C 6.24307 2.30629 -1.32461 -2.66 -5.18 0.75
H 7.73832 3.71432 -1.68049 -0.10 -0.08 0.02
H 6.43049 4.19827 -0.53160 0.00 -0.11 -0.06
H 6.08986 4.11213 -2.30505 0.02 -0.11 0.06
O 5.79773 1.23312 -1.18758 2.71 5.88 -0.80
I 2.41632 3.76204 -0.65545 -0.13 -0.38 0.04
Zr 1.33052 1.20686 -0.31988 -3.58 2.15 0.61
P 1.20222 0.68402 -2.94225 -0.97 -0.42 -1.92
C 0.91185 -1.02021 -3.50010 0.25 -0.26 0.28
C -0.30096 1.48201 -3.66266 -0.17 0.48 0.65
H -0.24094 1.44888 -4.76390 0.12 -0.06 0.47
H 2.09951 1.44811 -5.07153 0.08 -0.12 0.32
H -0.35659 2.53173 -3.33325 -0.09 -0.29 -0.24
H 2.86347 2.27528 -3.67924 -0.08 -0.15 -0.20
H 0.05308 -1.44807 -2.97164 0.11 0.13 -0.07
H -1.21389 0.96029 -3.33300 0.41 0.15 -0.04
C 2.49842 1.31251 -4.05684 0.43 0.12 0.28
H 0.70984 -1.04947 -4.57846 0.13 0.12 0.24
H 3.32917 0.59977 -4.08624 -0.06 0.12 -0.06
H 1.79400 -1.62402 -3.27332 -0.09 -0.13 -0.17
P 2.20771 0.93093 2.19845 -0.17 -0.24 2.13
C 2.18875 -0.71006 2.97644 0.12 -0.28 -0.32
C 3.81283 1.64081 2.68442 0.29 0.10 -0.43
H 0.87670 2.83118 2.98220 0.01 -0.27 0.27
H 1.52194 1.86250 4.35275 -0.06 -0.10 -0.47
H 0.09925 1.27929 3.42077 0.39 0.14 -0.12
C 1.06248 1.80989 3.35109 -0.40 0.42 -0.58
H 3.99086 2.55854 2.11101 0.01 -0.13 0.23
H 3.81890 1.87563 3.75767 -0.04 -0.15 -0.31
H 2.39027 -0.63441 4.05255 0.04 0.09 -0.28
H 2.94559 -1.33885 2.50098 -0.02 -0.11 0.20
H 4.60816 0.92025 2.46671 -0.03 0.13 0.07
H 1.20946 -1.17980 2.83706 0.14 0.13 0.02
C 2.44868 -0.69858 -0.44620 2.01 -7.20 -0.05
O 2.76808 -1.82149 -0.45460 -1.27 5.38 -0.01
N -0.48332 0.58658 0.06077 3.17 1.07 -0.68
P -1.63687 -0.48579 0.34057 -2.52 -1.01 0.58
C -1.95814 -1.51928 -1.11855 0.43 -0.40 -0.45
C -1.36250 -2.77556 -1.34111 -0.22 0.19 -0.17
C -1.67461 -3.50309 -2.49421 0.17 0.10 -0.05
C -2.49773 -2.94192 -3.47548 -0.05 0.04 0.11
C -3.06187 -1.67304 -3.29388 0.28 -0.07 0.21
C -2.81294 -0.98059 -2.10560 0.16 0.11 0.04
C -1.34261 -1.38826 1.89020 0.65 -0.30 0.30
C -1.79738 -0.78097 3.08204 0.08 0.07 -0.12
C -1.56714 -1.37890 4.32466 0.21 -0.07 -0.30
C -0.93464 -2.62734 4.37397 -0.14 0.04 -0.09
C -0.49954 -3.25232 3.20138 0.24 0.12 -0.03
C -0.63142 -2.60178 1.97032 -0.22 0.18 0.21
C -3.31871 0.14907 0.65197 -0.11 0.67 0.00
C -3.56875 1.52472 0.64405 -0.21 -0.18 0.06
C -4.86492 2.00616 0.88663 -0.14 -0.27 0.04
C -5.91016 1.10026 1.13525 0.20 -0.04 -0.04
C -5.67047 -0.29093 1.14429 0.39 0.26 -0.09
C -4.37129 -0.75595 0.90147 -0.06 0.06 0.01
H -0.64224 -3.18269 -0.63507 -0.36 -0.03 -0.24
H -1.24079 -4.49950 -2.64273 -0.21 0.47 0.06
H -2.70077 -3.49308 -4.39347 0.02 0.09 0.26
H -3.68500 -1.23076 -4.07938 0.20 -0.20 0.43
H -3.26569 0.00314 -1.94170 0.05 -0.40 -0.07
H -2.31431 0.18337 3.02643 0.07 -0.42 0.08
H -1.87206 -0.87849 5.25073 0.04 -0.23 -0.46
H -0.77376 -3.10946 5.33765 -0.09 0.06 -0.25
H -0.01448 -4.23436 3.24889 -0.17 0.47 0.00
H -0.15079 -3.02515 1.08910 -0.32 -0.05 0.35
H -2.73417 2.19566 0.44635 -0.26 0.08 0.05
H -5.06858 3.08567 0.88390 0.14 -0.58 -0.01
H -6.92120 1.48688 1.32379 0.53 -0.24 -0.10
H -6.48181 -1.01402 1.33833 0.54 0.57 -0.13
H -4.17275 -1.83078 0.90558 -0.10 0.27 0.01


# 2
16
Properties=species:S:1:pos:R:3:forces:R:3 method="wB97M-V/def2-TZVPD" homo_energy_ev=-7.226 gap_ev=8.3 smiles="CC/C(N)=C/N"
C -0.86690 -0.09869 2.10964 -0.39 -0.71 -0.09
C -0.49765 0.97720 1.08304 -0.51 1.19 -0.75
C -0.03765 0.46809 -0.27618 -0.55 -2.25 2.62
N -1.08001 0.04693 -1.11580 1.39 0.44 0.25
C 1.21843 -0.13029 -0.33573 -1.10 0.93 -3.68
N 1.39859 -0.97814 -1.53209 0.46 1.66 1.01
H -1.10884 0.39317 3.06638 -0.04 -0.24 -0.33
H -1.78422 -0.69543 1.78340 1.26 0.66 0.42
H -0.01310 -0.77868 2.28633 -0.50 0.20 -0.14
H -1.43269 1.50033 0.85221 0.11 0.46 0.30
H 0.20622 1.70896 1.52770 -0.21 -0.46 -0.31
H -1.95082 -0.29542 -0.73965 0.17 0.04 0.04
H -0.64357 -0.49112 -1.84625 -0.63 -0.21 -0.42
H 2.05160 0.58732 -0.31187 0.04 -0.66 1.15
H 0.91315 -1.84741 -1.67703 0.44 -0.11 0.43
H 2.35139 -0.86942 -1.81795 0.06 -0.96 -0.52


# 3
17
Properties=species:S:1:pos:R:3:forces:R:3 method="wB97M-V/def2-TZVPD" charge=+1 homo_energy_ev=-14.807 gap_ev=8.4 smiles="O=S(=O)=N[C@]12N=CN=C1C=NC=[NH+]2"
O 2.53898 2.05202 3.34308 -0.07 0.44 -1.80
S 2.04390 1.88237 2.01288 -3.02 -3.30 2.07
O 2.54843 2.24400 0.75609 1.69 1.51 -0.95
N 0.83905 0.88361 1.89631 1.94 1.33 2.57
C 0.20444 0.75388 0.67449 -1.71 -1.91 -0.26
N -0.48075 1.92577 0.36026 -0.67 2.52 0.02
C -1.73921 1.79330 0.43251 2.63 -2.35 -0.76
N -2.18768 0.45494 0.41042 -0.73 -1.96 0.41
C -1.21752 -0.29557 0.63969 1.53 1.49 0.63
C -0.73032 -1.62951 0.67795 -0.37 -2.68 0.44
N 0.19227 -1.95906 -0.18330 -2.24 -0.02 1.35
C 0.84898 -1.04295 -0.85267 0.75 0.18 0.69
N 1.04427 0.17365 -0.29802 0.30 -1.44 -2.47
H -2.49278 2.46964 0.42024 -1.69 2.60 -0.13
H -1.01145 -2.44062 1.44498 0.32 1.60 -0.99
H 1.30611 -1.56159 -1.70440 0.69 1.59 -0.14
H 1.92675 0.62966 -0.40370 0.65 0.41 -0.66


# 4
32
Properties=species:S:1:pos:R:3:forces:R:3 method="wB97M-V/def2-TZVPD" homo_energy_ev=-8.627 gap_ev=8.9
C 1.53012 -2.39701 -1.67072 1.31 1.28 -0.38
C 1.44972 -2.78964 0.82354 1.68 -1.45 -0.51
C 1.69309 1.09729 2.75096 -0.49 -2.80 2.85
C 0.99032 1.82567 0.79720 -4.50 3.08 -6.48
C 1.39632 -1.77655 -0.27609 -0.18 1.26 -1.20
N 1.65422 1.00527 1.34741 2.83 -1.92 1.69
N 0.24144 -0.88143 -0.27718 -2.05 -0.46 -0.85
N -2.25496 0.46782 -0.43674 0.59 -0.67 -0.44
Si -2.60472 0.56428 1.23224 -0.34 0.11 0.46
Si -2.89722 1.84520 -1.15556 -1.24 0.25 -1.82
Si -1.08189 -0.57439 -1.17797 0.22 -0.80 0.71
H 2.12977 -1.71056 -2.31977 -0.83 -0.23 0.26
H 2.13845 -3.27767 -1.66856 0.07 -0.90 0.06
H 0.54841 -2.55952 -2.10913 0.08 -0.30 -0.07
H 0.52642 -3.15495 1.09592 -2.37 -0.91 0.37
H 1.84901 -2.36941 1.71005 0.55 0.50 0.93
H 2.08379 -3.70709 0.56322 -0.68 1.40 0.18
H 1.39515 2.01381 3.35024 0.33 -0.54 -1.27
H 0.94094 0.24258 3.09930 1.70 1.52 -0.29
H 2.72705 0.76210 2.98465 -0.76 0.34 0.72
H 1.32529 0.19177 -5.44747 -0.43 -0.35 -0.02
H 0.27469 2.51746 1.27639 0.53 0.23 0.09
H 0.82948 1.73186 -0.41672 0.59 0.46 2.91
H 2.21204 -1.09027 -0.01716 0.26 -0.15 -0.67
H -2.36795 1.95661 1.66688 -0.08 -0.02 0.26
H -1.55859 -0.29720 1.61839 0.54 -1.04 1.55
H -4.05928 0.26326 1.42541 0.39 -0.10 0.23
H -4.32253 1.64344 -1.54382 0.08 0.14 0.19
H -2.12062 1.89076 -2.34534 0.51 0.57 -1.30
H -2.79355 3.07997 -0.41174 0.14 0.40 0.44
H -1.80045 -1.16152 -2.50253 1.14 0.74 1.39
H 1.89100 0.64811 -5.42189 0.42 0.34 0.02